# C47H58BrCl2N2O3PS2Ti

C47H58BrCl2N2O3PS2Ti as an isolated structure (ωB97M-V with the def2-TZVPD basis set, OMol25).

Output
**Highest occupied orbital energy**: -7.145 eV
**Energy**: -207969.8673 eV
**Energy above the lowest of the compared OMol25 structures with the same formula, charge and spin**: 0.8209 eV
**F_max**: 0.73 eV/A

Each line ends with the Mulliken charge.
Positions of all 117 atoms, in Å:
Ti (-0.603, 1.116, -0.330)  -1.22
C (-2.287, -0.726, -3.796)  -1.36
N (-1.118, 0.134, -3.706)  1.39
C (-1.320, 1.351, -4.495)  -1.22
C (-0.192, 2.377, -4.433)  -1.46
N (-0.104, 3.106, -3.180)  1.45
C (-1.104, 4.156, -3.044)  -1.20
C (1.206, 3.555, -2.829)  -0.84
C (2.124, 3.937, -3.803)  -0.23
C (3.412, 4.336, -3.474)  -0.96
C (3.800, 4.374, -2.145)  -0.87
C (2.892, 4.009, -1.161)  -0.56
C (1.605, 3.592, -1.483)  0.63
S (0.512, 3.211, -0.143)  -0.41
C (0.103, -0.550, -4.028)  -1.16
C (0.187, -1.366, -5.158)  -0.48
C (1.355, -2.019, -5.501)  -1.01
C (2.485, -1.838, -4.709)  -0.84
C (2.416, -1.029, -3.593)  -0.74
C (1.227, -0.381, -3.218)  0.65
S (1.341, 0.614, -1.775)  -0.53
H (-2.556, -1.002, -4.827)  0.47
H (-3.157, -0.211, -3.380)  0.31
H (-2.121, -1.641, -3.226)  0.30
H (-2.261, 1.804, -4.166)  0.63
H (-1.458, 1.094, -5.559)  0.52
H (-0.338, 3.055, -5.291)  0.40
H (0.754, 1.862, -4.599)  0.53
H (-0.942, 4.977, -3.760)  0.33
H (-1.080, 4.562, -2.033)  0.27
H (-2.103, 3.747, -3.215)  0.31
H (1.825, 3.920, -4.846)  0.43
H (4.103, 4.622, -4.257)  0.40
H (4.802, 4.681, -1.870)  0.43
H (3.187, 4.026, -0.116)  0.44
H (-0.691, -1.482, -5.783)  0.37
H (1.389, -2.650, -6.380)  0.40
H (3.419, -2.328, -4.959)  0.44
H (3.297, -0.883, -2.976)  0.45
Cl (-7.592, -1.514, -0.440)  -0.23
C (-5.888, -1.211, -0.370)  0.06
C (-5.060, -2.165, 0.242)  -0.69
C (-3.711, -1.958, 0.333)  0.92
Cl (-2.731, -3.170, 1.072)  -0.22
C (-3.080, -0.766, -0.145)  -0.47
O (-1.827, -0.560, 0.012)  0.64
C (-3.960, 0.143, -0.799)  0.92
C (-3.385, 1.223, -1.507)  -0.65
O (-2.179, 1.505, -1.503)  0.75
C (-5.345, -0.085, -0.904)  -1.33
H (-5.497, -3.072, 0.640)  0.52
H (-4.018, 1.840, -2.153)  -0.01
H (-5.963, 0.649, -1.411)  0.49
Br (-3.594, 4.854, 4.641)  -0.22
C (-2.778, 3.840, 3.258)  -0.42
C (-3.417, 3.697, 2.040)  -0.81
C (-2.814, 2.954, 1.034)  -0.62
C (-1.580, 2.312, 1.211)  1.39
C (-0.965, 2.520, 2.447)  0.48
C (-1.541, 3.264, 3.467)  -0.73
H (-4.373, 4.177, 1.869)  0.47
H (-3.331, 2.934, 0.089)  0.30
H (0.011, 2.093, 2.619)  0.21
H (-1.025, 3.400, 4.410)  0.54
O (0.437, 0.111, 1.059)  2.92
P (0.924, -1.173, 1.719)  0.08
C (0.856, -2.578, 0.559)  1.46
C (0.857, -3.951, 1.270)  -0.77
C (1.130, -5.094, 0.275)  -1.13
C (0.570, -4.743, -1.100)  -0.74
C (1.335, -3.541, -1.683)  -0.24
C (1.876, -2.620, -0.580)  -0.38
C (2.631, -0.971, 2.341)  0.60
C (2.756, -0.213, 3.672)  -1.14
C (2.651, 1.299, 3.506)  0.26
C (3.693, 1.824, 2.524)  -1.70
C (3.522, 1.139, 1.172)  0.53
C (3.600, -0.384, 1.294)  -1.64
C (-0.199, -1.667, 3.082)  1.83
C (-0.901, -0.469, 3.721)  -0.25
C (-2.009, -0.935, 4.670)  -1.04
C (-1.574, -2.119, 5.562)  -0.80
C (-0.057, -2.277, 5.556)  -0.94
C (0.420, -2.618, 4.143)  -1.22
H (-0.130, -2.410, 0.120)  -0.52
H (-0.107, -4.116, 1.753)  0.02
H (1.612, -3.975, 2.063)  0.23
H (0.704, -6.021, 0.663)  0.54
H (2.206, -5.265, 0.186)  0.39
H (-0.496, -4.507, -1.002)  0.15
H (0.632, -5.597, -1.776)  0.59
H (0.686, -2.959, -2.342)  -0.46
H (2.168, -3.883, -2.301)  0.60
H (2.061, -1.631, -0.987)  -0.83
H (2.826, -3.000, -0.190)  0.37
H (2.935, -2.011, 2.524)  1.35
H (3.744, -0.455, 4.081)  0.70
H (2.028, -0.572, 4.404)  -0.18
H (2.751, 1.782, 4.482)  0.57
H (1.660, 1.554, 3.123)  -0.59
H (4.700, 1.640, 2.918)  0.43
H (3.586, 2.906, 2.412)  0.51
H (4.286, 1.475, 0.468)  0.66
H (2.564, 1.425, 0.744)  -0.54
H (4.609, -0.666, 1.615)  0.55
H (3.446, -0.839, 0.315)  0.22
H (-0.983, -2.209, 2.544)  -0.73
H (-1.334, 0.146, 2.942)  -0.95
H (-0.183, 0.165, 4.249)  0.24
H (-2.885, -1.213, 4.079)  0.17
H (-2.314, -0.084, 5.282)  0.56
H (-2.015, -3.051, 5.193)  0.32
H (-1.945, -1.989, 6.580)  0.46
H (0.258, -3.067, 6.241)  0.53
H (0.416, -1.355, 5.910)  0.31
H (0.120, -3.644, 3.921)  0.46
H (1.511, -2.611, 4.115)  0.40


# C9H9NO2S

One molecule with the formula C9H9NO2S in a non-equilibrium geometry (ωB97M-V with the def2-TZVPD basis set, OMol25).

Output
**SMILES string**: [O-][N+]1=CCS[C@@]1(O)c1ccccc1
**Highest occupied orbital energy**: -8.749 eV
**Energy**: -25895.3870 eV
**Energy above the lowest of the compared OMol25 structures with the same formula, charge and spin**: 2.3294 eV
**F_max**: 3.71 eV/A

Each line ends with the Mulliken charge.
Positions of all 22 atoms, in Å:
O (-1.135, -2.095, -0.706)  -0.63
N (-1.558, -1.054, -0.222)  0.47
C (-2.676, -0.881, 0.367)  -0.45
C (-3.214, 0.395, 0.836)  -0.46
S (-1.805, 1.521, 0.690)  -0.21
C (-0.870, 0.262, -0.500)  0.74
O (-1.172, 0.509, -1.798)  -0.53
C (0.601, 0.290, -0.209)  0.36
C (1.021, -0.732, 0.627)  -0.26
C (2.406, -0.927, 0.938)  -0.81
C (3.312, -0.126, 0.242)  -0.31
C (2.853, 0.755, -0.711)  -0.54
C (1.535, 1.064, -0.924)  -0.65
H (-3.336, -1.773, 0.356)  0.39
H (-4.096, 0.854, 0.345)  0.29
H (-3.677, 0.259, 1.938)  0.29
H (-0.361, 0.834, -2.200)  0.42
H (0.194, -1.213, 1.125)  0.39
H (2.635, -1.422, 1.808)  0.40
H (4.330, 0.082, 0.456)  0.36
H (3.687, 1.415, -1.135)  0.22
H (1.326, 1.982, -1.326)  0.52